This record from the Open Molecules 2025 dataset describes a structure of composition C45H115N5O30 in a non-equilibrium geometry. The level of theory is ωB97M-V with the def2-TZVPD basis set.

Structure (XYZ):
```
195
Properties=species:S:1:pos:R:3:forces:R:3:lowdin_charge:R:1
H -1.586 -0.229 6.183 0.0 -0.1 -0.1 0.1241
H -0.555 -2.447 16.780 0.0 -0.8 -0.5 0.0895
H -10.124 0.007 6.092 0.4 -0.8 0.7 0.1240
C -9.710 1.603 7.611 2.5 -0.9 0.2 -0.1014
C -1.690 4.189 8.985 -0.8 -0.4 -0.8 -0.1719
H -3.135 8.524 10.401 0.3 0.5 0.1 0.1225
C -4.698 1.838 16.010 -0.7 -0.7 1.5 -0.0878
H -7.328 2.818 6.871 -1.0 -0.2 2.3 0.0251
H -6.714 11.192 11.758 -0.4 0.4 -0.1 0.0898
H -6.349 3.084 12.298 -1.2 -0.4 -0.2 0.0622
O -4.266 6.934 10.851 -0.4 -1.6 1.6 -0.1739
H -3.733 -2.475 8.910 -0.2 -0.3 -0.1 0.1179
H -6.362 -0.165 12.230 -0.6 0.2 0.2 0.0944
H -9.093 4.312 11.707 -1.3 0.4 -0.3 0.0988
C -9.400 0.803 6.267 -1.5 2.8 0.1 -0.1669
O -1.111 4.949 12.281 1.0 0.8 1.0 -0.0911
H -2.793 -1.920 12.869 -0.2 0.0 0.0 0.1179
H -1.668 2.832 12.824 3.2 -3.0 1.9 0.1259
C -7.355 3.004 11.885 -2.5 -1.0 0.9 -0.0795
O -7.842 1.649 11.942 -1.5 0.8 -2.4 -0.2286
H -5.020 8.786 12.290 0.7 0.1 0.4 0.1329
H -4.833 5.064 9.257 -1.3 -0.9 -0.2 0.0790
C 0.192 -1.759 16.384 0.0 -0.6 2.0 -0.1368
O -9.128 2.935 7.808 -2.2 -0.6 -0.8 -0.1721
C -4.394 5.461 6.726 0.9 0.5 0.3 -0.0477
C -7.521 5.922 6.762 -0.5 1.5 -1.1 0.0155
H -4.453 5.573 12.596 -0.7 0.1 -0.2 0.1076
O -2.203 1.737 8.416 0.3 -1.0 -0.5 0.0489
O -5.457 3.361 14.358 -0.2 1.3 -0.6 0.0455
O -8.044 0.496 6.082 -0.9 -0.1 0.4 -0.2123
H -7.613 0.381 15.674 0.1 1.1 0.0 0.1279
H 0.546 6.686 12.762 0.2 0.8 0.3 0.1300
C -7.262 6.066 9.966 5.1 2.0 1.3 -0.0771
C -3.588 -1.395 8.940 1.7 -1.3 1.3 -0.1264
C -5.567 -0.314 15.537 -1.4 -0.9 0.6 -0.1948
C -1.788 0.723 14.542 0.4 -1.5 1.8 -0.1350
C -2.467 4.471 12.361 2.7 2.6 -1.8 -0.0931
H -5.531 4.481 11.640 0.9 0.4 1.1 0.0709
H 0.979 5.320 9.252 -0.6 0.3 -0.2 0.0762
O -6.932 3.928 5.844 0.5 2.7 -3.8 -0.0071
O -10.809 5.019 9.848 0.7 0.1 -3.7 0.0357
H -1.001 5.551 10.430 2.0 1.4 0.8 0.0491
H -9.733 1.443 5.450 0.5 0.5 -0.3 0.1183
O -0.462 -0.592 16.056 0.3 1.7 -0.2 -0.1683
H -6.672 5.978 7.443 -0.4 -0.7 -0.4 0.0600
H -4.617 6.522 6.609 0.1 0.2 0.1 0.1046
C -5.076 2.961 9.948 0.9 1.2 1.2 -0.0944
C -8.974 -0.073 10.773 -1.2 -1.0 -0.3 -0.1166
H -4.138 2.339 16.799 0.2 0.0 0.0 0.1065
H -4.997 0.559 12.996 0.3 -0.3 0.2 0.0749
H -6.197 5.255 13.035 0.4 -0.2 0.3 0.1197
H -3.093 2.739 13.845 4.6 -2.7 4.0 0.0936
C -6.911 0.136 14.877 1.7 -0.6 0.3 -0.1626
C -1.211 0.323 11.033 -0.9 -2.3 -1.0 -0.0573
H -3.914 1.303 11.737 -0.2 -0.8 -1.1 0.1220
H -2.433 6.289 10.169 -1.0 0.2 0.1 0.0767
C -10.185 5.486 13.177 0.2 -1.0 -1.1 -0.1790
H 0.790 7.471 11.135 0.4 0.1 -0.1 0.1329
N -5.567 0.644 7.640 1.0 2.9 2.0 -0.2983
O -5.918 1.010 8.770 -1.2 -2.8 -2.1 0.0224
O -3.814 3.103 10.695 -2.3 -0.6 -1.7 -0.1838
H -5.998 1.608 12.053 0.6 -1.5 0.6 0.0614
H 0.778 3.822 10.021 -1.0 -0.7 -0.1 0.0969
H -0.237 0.329 10.544 0.1 -0.6 0.2 0.1058
C 2.858 6.045 11.940 -0.2 -0.4 0.0 -0.1092
H -2.281 -1.217 15.325 -0.1 -0.4 0.2 0.1218
H -3.001 4.637 13.297 2.0 1.7 0.1 0.1405
C -4.178 -1.612 11.145 0.2 0.5 2.4 -0.1733
H -1.254 0.995 11.891 1.3 -1.1 -0.6 0.0734
O -3.875 3.130 13.007 -14.6 3.8 -2.3 -0.1861
N -7.136 5.104 5.577 1.5 1.5 -1.0 -0.3361
C -2.521 2.206 13.085 9.4 -6.8 4.1 -0.2918
C 0.631 6.543 11.684 -0.8 -1.7 0.8 -0.1873
C -9.319 5.357 11.921 -0.1 1.1 1.4 -0.2023
H -7.423 -0.734 14.466 0.3 -0.4 -0.7 0.1164
H -8.377 -1.180 7.279 0.3 0.3 0.6 0.0960
C -11.549 7.175 14.278 0.3 0.7 0.1 -0.1023
H -2.620 1.050 15.165 1.0 0.3 0.7 0.1005
C -6.035 0.750 12.724 2.4 -0.4 1.6 -0.1024
H -2.896 -0.764 7.267 1.6 0.5 -1.1 0.0568
H -3.774 3.529 8.577 0.7 0.4 -0.1 0.0866
C -3.464 5.937 10.137 -0.8 4.1 0.0 -0.1063
H -5.018 2.264 9.112 1.2 1.1 0.6 0.0744
H -4.248 -2.699 11.094 0.5 -0.2 -1.4 0.1166
H -11.595 0.725 10.006 -0.2 0.1 0.2 0.0810
H -3.152 1.327 10.070 -1.4 -0.2 0.0 0.0857
H -6.937 6.915 10.567 0.6 -1.0 -2.1 0.0460
H -3.842 -0.981 7.964 0.5 -1.7 2.9 -0.0244
H -8.149 -1.463 5.633 0.6 -0.4 -0.3 0.0970
O -8.828 5.431 8.955 -8.5 -4.2 -4.1 -0.1079
H -5.340 4.994 7.001 0.9 -0.5 0.2 0.0353
H -11.055 4.888 12.905 -0.8 0.2 0.2 0.1253
O -1.679 -1.060 11.334 -0.1 0.3 1.2 -0.1763
H -7.019 6.281 8.925 0.3 -0.1 0.6 0.0887
C -7.766 -0.841 6.443 -0.6 -0.7 -0.4 -0.0605
H -8.016 -0.578 10.649 0.1 0.4 -1.0 0.1201
H -1.992 0.611 10.330 1.9 -0.4 -0.1 0.0292
H -7.375 3.415 10.876 -0.5 -0.6 0.7 0.0935
H 3.045 6.927 11.328 0.7 0.3 0.4 0.0905
C -5.622 4.336 9.447 -0.1 -1.1 0.9 -0.1389
H -4.101 1.797 15.100 -0.4 -0.2 0.2 0.0526
C 0.657 4.298 9.048 1.4 0.5 -1.9 -0.0889
H -7.158 9.844 12.759 -0.2 -0.1 0.2 0.0808
H -4.469 8.168 9.348 -0.5 1.0 -0.3 0.1343
H 0.777 -1.545 17.279 0.2 0.3 0.0 0.0859
C -1.383 -0.683 15.014 -0.4 -0.5 -1.1 -0.1915
O -0.498 4.191 8.200 -0.6 -0.5 1.5 -0.1230
H -5.071 -1.434 11.744 0.0 0.3 0.2 0.0869
H -6.603 1.585 6.206 0.7 0.5 -0.2 0.0769
H -2.513 -1.242 9.037 -0.3 -0.2 1.1 0.0722
N -2.401 1.197 7.345 -0.4 1.5 0.7 -0.3240
H -10.763 1.590 7.894 0.0 0.5 -0.5 0.1203
O -5.017 0.535 16.521 0.3 0.2 -0.7 -0.1579
H 2.751 6.220 13.010 0.7 0.5 0.2 0.0916
H -1.422 6.851 11.534 0.0 0.4 0.2 0.1247
O 1.630 5.557 11.524 -1.2 -0.2 -1.0 -0.2165
H -8.442 5.587 7.238 1.3 -0.3 -0.7 0.0454
C -7.716 3.034 7.866 -1.4 -1.8 -0.1 -0.1390
H -3.092 2.300 12.161 2.6 -0.6 5.8 -0.0297
H -11.298 8.201 14.547 -0.6 0.2 -0.1 0.0875
O -2.324 0.795 13.253 1.1 2.5 2.4 -0.2197
H -1.672 5.100 9.583 -0.8 -1.3 -1.6 0.0517
O -6.337 9.390 10.920 0.3 -0.7 -1.6 -0.2324
O -3.354 5.377 7.731 -1.0 0.1 -3.6 -0.2168
H -3.035 4.797 11.489 1.6 -0.4 3.3 0.0387
O -6.840 5.700 4.514 -1.0 -1.6 2.0 0.0798
O -8.006 5.825 12.080 0.2 2.9 2.3 -0.2122
N -10.083 5.325 8.862 -0.4 -0.9 1.1 -0.2702
H -3.224 -0.205 12.504 -0.3 -1.8 -0.5 0.0518
H -0.856 1.273 14.665 -0.2 0.7 -0.1 0.1485
H -2.246 1.960 11.385 -0.3 -0.2 -3.2 0.0871
C -2.953 4.070 8.106 1.0 0.5 -1.1 -0.1595
H -9.796 1.735 11.535 -0.6 0.0 -0.1 0.1309
H -11.436 4.695 7.511 0.1 0.2 -0.5 0.1082
H -5.607 2.411 15.825 0.4 -0.8 0.6 0.0758
C -3.268 1.826 11.032 -1.4 -0.7 -7.5 -0.1801
H -6.741 7.411 11.717 0.2 -0.6 0.8 0.0439
H -4.100 5.136 5.728 0.3 -0.4 0.1 0.1096
H 0.915 -2.214 15.707 -0.4 0.1 -0.8 0.0911
H -4.854 -0.658 14.788 0.4 0.5 -0.3 0.1076
H 3.580 5.249 11.754 0.2 0.3 0.1 0.0953
H -4.455 10.169 11.244 0.0 0.2 0.3 0.1247
H -6.154 4.013 8.552 0.8 0.8 0.4 0.0704
C -11.287 -0.321 9.985 -0.1 0.0 -0.6 -0.1210
H -2.302 3.398 12.261 -0.5 4.7 -2.1 0.0138
H -11.837 -0.832 9.194 0.1 0.2 -0.4 0.0864
O -9.911 -0.419 9.663 1.1 -0.4 1.9 -0.2294
C -5.269 4.851 12.631 0.6 1.5 0.8 0.0766
H -11.686 6.673 15.236 0.6 -0.7 0.0 0.0837
C -4.972 9.210 11.288 -0.7 -0.1 -0.1 -0.1512
N -4.774 3.722 13.417 -8.0 5.3 1.6 -0.3194
H -9.220 0.999 8.375 -0.2 -0.1 -0.1 0.0802
O -4.940 -0.364 7.461 -3.9 0.2 -2.8 -0.0119
O -6.532 4.876 10.428 -0.9 1.6 -3.6 -0.2197
H -4.878 1.289 5.825 -0.4 0.2 0.1 0.1149
H -9.702 4.906 13.963 0.2 0.5 0.6 0.1315
C -4.189 8.245 10.398 0.3 -0.7 -0.6 -0.1833
H -11.661 -0.851 10.861 0.7 0.1 0.6 0.0875
H -12.507 7.104 13.763 0.0 0.1 -0.3 0.0838
C -2.977 -1.182 12.088 0.0 -0.2 -3.1 -0.1061
H 1.418 3.940 8.355 0.4 -0.3 0.4 0.0893
O -10.454 6.839 13.448 0.2 -0.6 0.2 -0.1664
C -1.991 -0.161 7.193 1.7 -0.9 -2.4 0.0352
H -8.340 5.923 10.035 2.5 1.6 2.4 0.0238
H -8.212 7.892 11.364 -1.2 -0.4 0.4 0.1045
H -3.758 5.961 9.088 0.4 0.6 1.3 0.0580
O -6.676 1.148 13.933 -0.9 -0.2 -0.1 -0.1576
H -7.280 2.295 8.538 -0.6 0.6 0.5 0.0894
H -8.881 2.000 10.101 0.6 0.0 -0.1 0.1102
H -5.816 -1.225 16.082 0.0 -0.2 0.2 0.1183
H -2.767 3.502 7.195 0.4 0.7 0.2 0.1061
C -10.747 5.539 7.522 -0.2 0.3 1.2 0.0855
H -9.858 5.829 11.099 0.6 0.3 0.8 0.0952
H -8.073 3.516 12.525 1.0 0.3 0.2 0.1064
H -1.230 -0.484 7.904 -0.3 0.5 0.0 0.1228
C -7.744 7.257 12.116 1.4 0.1 0.4 -0.0917
C -0.747 6.008 11.386 -1.0 -0.8 0.8 -0.1998
H -0.900 -1.244 14.214 -0.2 0.0 -0.5 0.1244
H -1.786 3.341 9.663 0.8 0.2 0.1 0.1185
O -4.348 -0.813 9.987 0.7 -1.6 -0.3 -0.1328
H -11.278 6.489 7.585 -0.1 -0.1 -0.1 0.1071
H -8.153 10.162 11.299 0.1 0.2 0.1 0.0997
C -7.151 10.194 11.727 1.0 0.2 0.3 -0.1154
H -6.697 -0.950 6.627 -0.6 -0.4 -0.3 0.0780
H -7.517 4.071 8.137 -0.6 -0.9 -0.2 0.0568
H -7.494 7.840 13.002 -1.7 -0.8 1.2 0.0992
H -7.663 6.966 6.482 0.0 -0.1 -0.6 0.1258
C -8.891 1.413 11.020 -0.4 0.3 0.9 -0.1676
C -5.579 1.662 6.572 0.2 -1.1 -0.8 0.0494
H -5.212 2.589 7.011 -0.5 -0.1 -0.2 0.1010
H -5.817 2.482 10.589 0.4 0.1 -0.4 0.1028
H -3.575 4.961 10.609 -1.1 1.3 -2.2 0.0565
H -9.996 5.554 6.732 -0.5 -0.2 0.2 0.0810
O -3.017 1.760 6.445 1.0 -1.2 -0.4 0.0212
H -9.296 -0.564 11.691 -0.6 0.0 0.2 0.1227
```
Forces are in eV/Å.

Summary:
Net charge: 0
Energy above the lowest of the compared OMol25 structures with the same formula, charge and spin in kcal per mole: 1013.15
Total energy in Ha: -4311.891246